1.
Below is 4 unconnected molecules or ions with the total composition C33H55FN4O16P4, with properties calculated with ωB97M-V/def2-TZVPD.

Properties
LUMO energy ... -1.207 eV
Charge ... 0
Kohn-Sham gap ... 7.891 eV
SMILES ... O=C(F)NC(=O)c1cc(-c2ccncc2)c2ncc(P(O)O)nc2c1.CCOP(=O)(OCC)OCC.CCOP(=O)(OCC)OCC.CCOP(=O)(OCC)OCC
Largest force on an atom ... 0.1351 hartree/bohr

Last column: Mulliken charge in e.
CARTESIAN COORDINATES (ANGSTROEM)
O (5.9092, 7.4698, 7.7637)  -0.460
C (4.9624, 7.1616, 7.1364)  0.611
F (3.9001, 6.6562, 7.7671)  -0.171
N (4.9087, 7.3350, 5.7455)  -0.287
C (3.6757, 6.8375, 5.1004)  -0.285
O (2.9812, 7.6275, 4.5531)  -0.410
C (3.3594, 5.3635, 5.1092)  0.330
C (4.0211, 4.4507, 4.2430)  -0.314
C (3.7118, 3.1221, 4.3077)  0.736
C (4.3845, 2.1318, 3.4336)  0.317
C (4.3858, 2.1862, 2.0417)  -0.592
C (5.0197, 1.1879, 1.3271)  -0.394
N (5.6996, 0.1399, 1.7927)  -0.643
C (5.6764, 0.1294, 3.1300)  -0.471
C (5.0557, 1.0273, 3.9704)  -0.355
C (2.7302, 2.6392, 5.2313)  0.006
N (2.4328, 1.3094, 5.2489)  -0.338
C (1.5560, 0.9557, 6.1437)  -0.684
C (0.9501, 1.8846, 7.0362)  0.818
P (-0.2640, 1.2261, 8.2935)  0.168
O (-0.1878, 2.3549, 9.4607)  -0.446
O (0.4801, -0.0962, 8.9587)  -0.442
N (1.1654, 3.1772, 7.0411)  -0.599
C (2.0877, 3.5360, 6.0978)  -0.053
C (2.4248, 4.9090, 5.9914)  -0.343
H (5.6581, 6.7421, 5.3864)  0.360
H (4.7751, 4.8038, 3.5483)  0.605
H (3.8898, 2.9963, 1.5204)  0.488
H (4.9611, 1.2469, 0.2409)  0.441
H (6.2124, -0.6958, 3.5971)  0.375
H (5.0899, 0.8760, 5.0408)  0.402
H (1.2825, -0.0947, 6.2122)  0.374
H (0.6767, 2.7949, 9.4694)  0.318
H (1.1229, -0.5074, 8.3674)  0.336
H (1.9216, 5.6163, 6.6393)  0.567
O (2.6671, 0.9356, -1.9279)  -0.730
P (1.2697, 0.5091, -2.1952)  1.140
O (0.9129, -0.5248, -0.9953)  -0.287
C (0.7894, 0.0254, 0.3259)  0.853
C (-0.6007, 0.5956, 0.5492)  -1.341
O (1.4933, -0.5687, -3.4132)  -0.326
C (2.6364, -0.4950, -4.2651)  -0.279
C (3.6517, -1.5502, -3.8807)  -1.259
O (-0.2806, 0.7419, -2.6440)  -0.273
C (-0.5644, 1.7623, -3.6389)  -0.434
C (-0.5929, 1.1752, -5.0358)  -0.939
H (1.5577, 0.7875, 0.4918)  0.171
H (0.9704, -0.7824, 1.0244)  -0.544
H (-0.7761, 1.4640, -0.0891)  0.356
H (-0.7266, 0.9038, 1.5883)  0.414
H (-1.3610, -0.1451, 0.3027)  0.293
H (3.0785, 0.5014, -4.2476)  0.372
H (2.2889, -0.6762, -5.2857)  0.379
H (3.9647, -1.4340, -2.8430)  0.271
H (4.5332, -1.4933, -4.5215)  0.385
H (3.2148, -2.5456, -3.9739)  0.309
H (0.1626, 2.5751, -3.5699)  0.352
H (-1.5423, 2.1736, -3.3907)  0.328
H (0.4153, 0.9677, -5.3937)  0.171
H (-1.0551, 1.8727, -5.7350)  0.425
H (-1.1452, 0.2370, -5.0519)  0.267
O (-1.2214, -3.1837, 3.2407)  -0.725
P (-0.7349, -4.3129, 4.0741)  1.051
O (-0.2290, -3.6373, 5.4647)  -0.294
C (-1.1993, -3.0642, 6.3466)  0.052
C (-1.8338, -4.1157, 7.2391)  -1.136
O (0.7135, -4.6271, 3.3729)  -0.326
C (0.9637, -4.2774, 2.0083)  -0.384
C (1.8081, -3.0264, 1.9369)  -1.235
O (-0.7984, -5.8252, 4.6854)  -0.275
C (-1.3779, -6.8743, 3.8667)  -0.374
C (-0.3116, -7.5958, 3.0657)  -0.929
H (-1.9619, -2.5300, 5.7722)  0.321
H (-0.6724, -2.3313, 6.9588)  0.018
H (-2.4363, -4.8128, 6.6542)  0.283
H (-2.4785, -3.6481, 7.9845)  0.420
H (-1.0665, -4.6992, 7.7474)  0.256
H (0.0331, -4.1563, 1.4536)  0.395
H (1.5035, -5.1117, 1.5536)  0.388
H (1.3211, -2.1954, 2.4465)  0.187
H (1.9960, -2.7429, 0.8999)  0.413
H (2.7658, -3.1848, 2.4353)  0.343
H (-2.1509, -6.4658, 3.2118)  0.344
H (-1.8610, -7.5708, 4.5512)  0.330
H (0.0249, -6.9906, 2.2248)  0.151
H (-0.7049, -8.5309, 2.6648)  0.402
H (0.5588, -7.8085, 3.6851)  0.280
O (-3.4117, 0.7147, -7.7025)  -0.642
P (-4.5862, 0.1362, -8.4039)  1.120
O (-3.9948, -0.5729, -9.7381)  -0.377
C (-3.1856, -1.7449, -9.5998)  -0.280
C (-4.0349, -2.9969, -9.4677)  -0.976
O (-5.2295, 1.4740, -9.1056)  -0.366
C (-4.9949, 2.7759, -8.5690)  -0.263
C (-3.9604, 3.5104, -9.3948)  -1.275
O (-6.0254, -0.6306, -8.4701)  -0.315
C (-6.9461, -0.4645, -7.3606)  -0.352
C (-7.9122, 0.6756, -7.6176)  -0.938
H (-2.5125, -1.6398, -8.7439)  0.258
H (-2.5715, -1.8079, -10.4976)  0.312
H (-4.5968, -2.9921, -8.5319)  0.238
H (-3.4082, -3.8895, -9.4855)  0.399
H (-4.7598, -3.0542, -10.2795)  0.252
H (-4.6974, 2.7234, -7.5213)  0.351
H (-5.9446, 3.3159, -8.6084)  0.375
H (-3.0215, 2.9576, -9.4291)  0.289
H (-3.7685, 4.5032, -8.9840)  0.380
H (-4.3062, 3.6182, -10.4237)  0.319
H (-6.3982, -0.3114, -6.4280)  0.333
H (-7.4949, -1.4012, -7.2698)  0.322
H (-7.4249, 1.6410, -7.4854)  0.157
H (-8.7495, 0.6287, -6.9201)  0.399
H (-8.2919, 0.6372, -8.6377)  0.281

---

2.
Below is 12 unconnected molecules or ions with the total composition C13H50N16O12, with properties calculated with ωB97M-V/def2-TZVPD.

Properties
LUMO energy ... -0.130 eV
Charge ... 0
Kohn-Sham gap ... 9.314 eV
SMILES ... NC(N)=O.NC(N)=O.NC(N)=O.NC(N)=O.NC(N)=O.NC(N)=O.NC(N)=O.NC(N)=O.CCO.CO.CO.CO
Relative energy (zero: lowest compared OMol25 entry of this formula, charge and spin) ... 5.907 eV
Largest force on an atom ... 0.1528 hartree/bohr

Last column: Mulliken charge in e.
CARTESIAN COORDINATES (ANGSTROEM)
C (-1.1276, -4.3806, -5.3379)  -0.483
O (-1.0865, -4.3909, -3.9003)  -0.485
H (-1.5270, -5.3504, -5.6347)  0.237
H (-1.8096, -3.6006, -5.6763)  0.233
H (-0.1222, -4.2973, -5.7505)  0.208
H (-1.9846, -4.4651, -3.5694)  0.291
C (-4.1340, 5.5611, 2.2683)  -0.500
O (-2.7130, 5.3350, 2.4169)  -0.487
H (-4.2608, 6.1543, 1.3627)  0.222
H (-4.6949, 4.6392, 2.1151)  0.236
H (-4.5146, 6.0553, 3.1622)  0.253
H (-2.5349, 4.9384, 3.2728)  0.280
C (4.1389, -4.2853, 4.0593)  -0.578
O (3.4564, -3.7148, 2.9057)  -0.482
H (5.1916, -4.0109, 4.1272)  0.266
H (3.6632, -4.1563, 5.0315)  0.237
H (4.0900, -5.3699, 3.9633)  0.263
H (3.9843, -3.8740, 2.1199)  0.295
C (-3.6567, 1.2717, 4.8733)  0.680
O (-2.5354, 1.8215, 4.9097)  -0.690
N (-4.0568, 0.4335, 3.9289)  -0.388
N (-4.5577, 1.3909, 5.7774)  -0.390
H (-3.4593, 0.1329, 3.1722)  0.204
H (-5.0597, 0.3447, 3.8486)  0.172
H (-4.3824, 2.0019, 6.5623)  0.230
H (-5.3718, 0.7963, 5.8383)  0.178
C (-1.9138, -5.3200, 3.2509)  0.662
O (-1.5338, -5.3600, 4.3954)  -0.631
N (-3.1460, -5.6888, 2.8209)  -0.368
N (-1.2289, -4.7645, 2.2551)  -0.334
H (-3.7269, -6.2957, 3.3815)  0.202
H (-3.4100, -5.3473, 1.9078)  0.154
H (-0.3107, -4.3629, 2.3804)  0.178
H (-1.6215, -4.7622, 1.3245)  0.136
C (-5.8825, -2.5308, -0.9500)  0.660
O (-5.2611, -3.5254, -1.2166)  -0.665
N (-7.0391, -2.4243, -0.4082)  -0.339
N (-5.3234, -1.3727, -1.0392)  -0.366
H (-7.3146, -1.4843, -0.1619)  0.157
H (-7.6349, -3.1990, -0.1536)  0.213
H (-5.7987, -0.4868, -0.9419)  0.153
H (-4.3924, -1.1898, -1.3852)  0.189
C (6.1932, -3.9531, -2.7964)  0.635
O (5.5305, -4.0795, -1.8050)  -0.644
N (6.2202, -4.8867, -3.7391)  -0.413
N (6.7678, -2.8670, -3.0964)  -0.313
H (5.7523, -5.7818, -3.7392)  0.215
H (7.0447, -4.8611, -4.3219)  0.170
H (6.8412, -2.0352, -2.5283)  0.204
H (7.3165, -2.9083, -3.9433)  0.147
C (-1.6267, 2.8251, -6.8939)  0.669
O (-2.7576, 2.8823, -6.5080)  -0.658
N (-0.7222, 1.9862, -6.5321)  -0.368
N (-1.2152, 3.6135, -7.8164)  -0.387
H (-0.9293, 1.3683, -5.7605)  0.216
H (0.1823, 1.9892, -6.9814)  0.158
H (-1.8137, 4.3657, -8.1262)  0.218
H (-0.2377, 3.6253, -8.0703)  0.153
C (1.9116, 0.7936, 7.3735)  0.626
O (2.9294, 0.3966, 7.9261)  -0.680
N (1.3185, 1.8927, 7.6200)  -0.310
N (1.3770, 0.2354, 6.3412)  -0.388
H (0.5029, 2.0804, 7.0546)  0.106
H (1.6775, 2.6448, 8.1906)  0.220
H (0.4744, 0.5653, 6.0304)  0.201
H (1.4304, -0.7587, 6.5115)  0.230
C (-0.1858, 6.9504, -1.6892)  0.711
O (0.0737, 7.6013, -2.7326)  -0.696
N (-0.4344, 7.4029, -0.5075)  -0.326
N (-0.4524, 5.7059, -1.6656)  -0.386
H (-0.8042, 6.7062, 0.1232)  0.119
H (-0.2455, 8.3664, -0.2705)  0.195
H (-0.7419, 5.3264, -2.5557)  0.192
H (-0.6782, 5.1054, -0.8856)  0.184
C (0.4101, -0.3024, -0.4191)  0.735
O (-0.4833, -0.0061, -1.0980)  -0.647
N (0.7362, 0.2833, 0.7052)  -0.396
N (1.0799, -1.4082, -0.6561)  -0.383
H (0.2437, 1.1453, 0.8907)  0.204
H (1.4679, -0.0971, 1.2883)  0.157
H (0.7728, -1.9556, -1.4474)  0.206
H (1.7268, -1.6599, 0.0776)  0.126
C (5.2242, 2.6457, -3.6111)  -0.897
C (5.0413, 1.9031, -2.2855)  -0.264
O (6.3188, 1.7356, -1.8022)  -0.514
H (4.2415, 3.0350, -3.8772)  0.313
H (5.6157, 1.9547, -4.3577)  0.245
H (5.8678, 3.5118, -3.4571)  0.298
H (4.5480, 0.9355, -2.3776)  0.266
H (4.4489, 2.5497, -1.6382)  0.245
H (6.6443, 2.5659, -1.4469)  0.304

---

- What is the largest force on an atom in the second record?
  0.1528 hartree/bohr

---

- Which value of charge does entry 1 give?
  0

---

- Among the records above, which one has the lowest largest force on an atom?
  C33H55FN4O16P4

---

- Which value of charge does entry 2 give?
  0